The following is a DFT calculation (ωB97M-V/def2-TZVPD) of a cluster of 2 separate species, C4H14NOS2 in total at a distorted geometry.

```
22
Properties=species:S:1:pos:R:3:nbo_charge:R:1
N 0.214 -0.497 -1.846 -0.693
C 0.403 0.746 -0.957 -0.046
C -0.998 1.294 -0.822 -0.707
C 1.165 0.404 0.300 -0.597
S 0.650 -0.692 1.602 0.149
S -0.752 0.429 2.579 0.027
C -0.017 1.339 4.059 -0.692
H -0.323 -0.175 -2.657 0.439
H 0.905 -1.129 -2.256 0.455
H -0.463 -1.082 -1.349 0.450
H 1.002 1.516 -1.421 0.243
H -1.064 1.951 0.065 0.280
H -1.796 0.627 -0.482 0.247
H -1.349 1.993 -1.583 0.249
H 2.051 -0.167 -0.054 0.232
H 1.547 1.362 0.673 0.254
H 0.711 2.063 3.719 0.226
H 0.324 0.488 4.642 0.237
H -0.868 1.816 4.543 0.245
H 0.024 -4.437 -2.353 0.489
H -0.807 -4.079 -3.635 0.489
O -0.560 -3.771 -2.768 -0.976
```

Values from the calculation:
net charge	+1
multiplicity	1
HOMO level	-12.21	eV
LUMO	-3.19	eV
orbital gap	9.0	eV